The following is a quantum chemistry calculation of one molecule with the formula C9H11N3, from the Open Molecules 2025 dataset.

The geometry in XYZ format:
```
23
Properties=species:S:1:pos:R:3
C 3.74781 -0.37579 0.29699
H -2.22896 -2.82024 0.47169
C -2.17704 -1.72451 0.23499
H 4.16024 -0.66686 1.34702
H 4.44617 -0.50402 -0.50445
H -4.29089 -1.19033 0.50145
C 0.90642 2.03434 -0.63631
C -3.27236 -0.93717 0.37960
N 2.69861 -1.31684 -0.15343
H 3.27782 0.57938 0.43109
C -3.18027 0.45567 0.05778
C 0.32786 -1.63408 0.09037
H -4.09090 1.05183 0.31130
C -1.96878 1.09617 -0.25411
C -0.96759 -1.04888 0.00919
H -1.93897 2.24544 -0.55080
C -0.79157 0.40451 -0.29787
N 1.48475 -1.03443 0.05304
N 0.41170 0.72423 -0.59048
H 1.70800 2.22263 0.14227
H 1.26129 2.27705 -1.57536
H 0.38112 -2.61322 0.58523
H 0.09552 2.77512 -0.34921
```

Energy above the lowest of the compared OMol25 structures with the same formula, charge and spin, kJ/mol: 556.22
E, a.u.: -513.62815
HOMO-LUMO gap (alpha / beta), eV: 6.907 / 6.906
Structure (SMILES): C/N=N/C=C1/C=CC=C/C1=N\C
HOMO (alpha / beta), eV: -7.4 / -7.4

List of natural (NBO) charges in e, atom by atom:
1. C -0.453
2. H 0.224
3. C -0.168
4. H 0.208
5. H 0.222
6. H 0.216
7. C -0.410
8. C -0.279
9. N -0.181
10. H 0.205
11. C -0.162
12. C 0.052
13. H 0.214
14. C -0.278
15. C -0.140
16. H 0.211
17. C 0.185
18. N -0.016
19. N -0.426
20. H 0.195
21. H 0.198
22. H 0.208
23. H 0.173